15
Properties=species:S:1:pos:R:3 method="wB97M-V/def2-TZVPD" relative_energy_kj_mol=79.06 e_lumo_ha=0.0011 smiles="CSSCC(C)=O"
C -1.730 -1.246 1.567
S -0.738 -0.035 2.503
S 1.172 -0.566 1.510
C 0.988 0.219 -0.130
C 1.844 1.383 -0.526
C 2.186 2.625 0.268
O 2.236 1.225 -1.687
H -2.733 -1.047 1.806
H -1.511 -2.242 1.730
H -1.570 -1.003 0.525
H -0.144 0.506 -0.226
H 1.087 -0.534 -0.976
H 2.304 2.261 1.316
H 1.379 3.359 0.297
H 3.166 3.034 -0.040

63
Properties=species:S:1:pos:R:3 method="wB97M-V/def2-TZVPD" relative_energy_kj_mol=2000.61 e_lumo_ha=0.0192
C -0.957 -0.253 -4.196
C -1.613 0.941 -3.833
H -1.832 1.458 -4.680
O -0.703 1.909 -3.260
C -0.520 1.752 -2.077
C -1.019 0.910 -1.181
C -0.848 0.997 0.170
C 0.079 1.882 0.822
C 0.498 2.971 0.014
C 0.130 2.920 -1.330
H 0.639 3.875 -1.798
H 1.094 3.862 0.459
O 0.137 1.700 2.034
C 0.932 2.840 2.985
C 0.168 3.969 3.174
H -0.353 4.662 2.317
H 0.542 4.717 3.712
H -0.849 3.820 3.799
H 1.294 2.218 3.929
H 1.766 3.195 2.382
N -0.944 -0.248 1.036
C -1.437 -1.253 0.783
O -1.727 -1.695 -0.309
C -1.450 -2.303 1.940
N 0.211 -3.185 1.844
S 1.193 -2.212 2.430
O 2.117 -3.114 2.650
O 0.814 -1.203 3.464
C 1.702 -1.109 0.911
C 1.432 -1.664 -0.333
C 1.966 -0.914 -1.363
C 2.565 0.259 -1.266
C 2.755 0.730 0.180
C 2.362 -0.058 1.095
H 2.560 0.287 2.163
O 3.426 1.992 0.286
C 3.548 2.217 -1.255
O 3.719 3.554 -1.486
N 2.937 1.368 -1.969
C 2.828 1.614 -3.353
H 3.005 0.583 -3.877
H 3.245 2.600 -3.676
H 1.715 1.625 -3.769
H 1.590 -1.204 -2.572
H 1.151 -2.573 -0.511
H -0.103 -4.137 2.216
H -1.598 -1.977 2.793
C -2.657 -3.643 1.799
C -2.277 -4.524 0.674
H -2.464 -3.744 -0.288
H -3.116 -5.259 0.713
H -1.373 -4.993 0.615
C -3.830 -3.042 1.992
H -4.153 -2.266 0.985
H -4.103 -2.229 2.793
H -4.755 -3.477 2.108
H -2.349 -4.181 2.660
H -0.698 -0.002 2.030
H -1.454 0.028 -1.416
H -2.717 0.961 -3.135
H -1.570 -0.988 -4.892
H -0.068 -0.072 -4.789
H -0.581 -0.896 -3.346

12
Properties=species:S:1:pos:R:3 method="wB97M-V/def2-TZVPD" relative_energy_kj_mol=256.32 e_lumo_ha="-0.0924 / -0.1151"
C -0.847 -1.742 -0.380
C 0.162 1.136 0.421
C -0.163 0.544 -0.943
N -0.257 -0.859 -1.121
N 1.112 0.505 1.238
O 1.237 0.787 2.378
O 1.622 -0.532 0.729
S -1.424 -1.345 1.170
Cl 1.453 0.990 -1.724
Cl -1.508 1.227 -1.770
H -1.105 -2.802 -0.606
H -0.282 2.092 0.609

What did the first record say?
15
Properties=species:S:1:pos:R:3 method="wB97M-V/def2-TZVPD" relative_energy_kj_mol=79.06 e_lumo_ha=0.0011 smiles="CSSCC(C)=O"
C -1.730 -1.246 1.567
S -0.738 -0.035 2.503
S 1.172 -0.566 1.510
C 0.988 0.219 -0.130
C 1.844 1.383 -0.526
C 2.186 2.625 0.268
O 2.236 1.225 -1.687
H -2.733 -1.047 1.806
H -1.511 -2.242 1.730
H -1.570 -1.003 0.525
H -0.144 0.506 -0.226
H 1.087 -0.534 -0.976
H 2.304 2.261 1.316
H 1.379 3.359 0.297
H 3.166 3.034 -0.040